C31H55ClO2P2PtSi2 as an isolated structure, computed with ωB97M-V/def2-TZVPD.

Geometry as ORCA input:
```
! wB97M-V def2-TZVPD RIJCOSX def2/J DEFGRID3
* xyz 0 5
Pt -0.290 0.021 0.153
C 2.232 -0.175 -1.996
C 1.420 -1.322 -1.834
C 0.032 -0.896 -1.993
Si 2.093 -2.947 -1.220
C 0.032 0.537 -2.118
C 1.420 0.983 -2.042
Si 2.092 2.687 -1.712
H 3.329 -0.176 -1.996
H -0.794 -1.557 -2.302
H -0.798 1.138 -2.527
Cl -4.152 0.243 1.947
C 3.963 2.656 -1.512
C 1.564 3.848 -3.089
C 3.963 -2.881 -1.018
C 1.579 -4.326 -2.386
H 2.176 3.637 -3.973
H 1.728 4.890 -2.792
H 0.516 3.710 -3.365
H 4.270 2.082 -0.627
H 4.321 3.689 -1.411
H 4.425 2.209 -2.399
H 2.170 -4.245 -3.305
H 0.523 -4.264 -2.658
H 1.780 -5.302 -1.930
H 4.432 -2.588 -1.964
H 4.321 -3.882 -0.743
H 4.263 -2.167 -0.240
C 1.355 3.150 -0.013
C 1.361 -3.138 0.535
P -0.340 2.471 0.280
H 1.488 4.234 0.147
H 2.018 2.667 0.734
P -0.328 -2.389 0.702
H 2.041 -2.554 1.192
H 1.487 -4.184 0.858
C -0.972 -2.918 2.405
C -1.419 -3.432 -0.461
C -1.418 3.299 -1.049
C -0.972 3.311 1.855
C -0.928 2.434 3.103
H -2.028 3.551 1.646
C -0.194 4.603 2.124
H 0.867 4.364 2.285
H -0.569 5.093 3.035
H -0.269 5.329 1.310
H -1.577 1.562 3.037
H -1.248 3.023 3.972
H 0.098 2.095 3.295
H -1.006 2.966 -2.004
C -1.316 4.823 -0.974
C -2.884 2.859 -0.979
H -0.281 5.176 -1.051
H -1.768 5.188 -0.045
H -1.877 5.278 -1.803
H -3.015 1.835 -1.340
H -3.485 3.514 -1.618
H -3.289 2.933 0.037
H -1.010 -3.272 -1.462
C -2.885 -2.988 -0.469
C -1.315 -4.919 -0.117
H -0.280 -5.277 -0.132
H -1.879 -5.518 -0.846
H -1.763 -5.109 0.866
H -3.017 -2.036 -0.991
H -3.293 -2.901 0.546
H -3.487 -3.737 -0.995
C -0.926 -1.825 3.471
C -0.195 -4.139 2.908
H -2.029 -3.191 2.246
H 0.866 -3.876 3.025
H -0.267 -4.999 2.235
H -0.571 -4.462 3.891
H 0.102 -1.472 3.615
H -1.268 -2.233 4.432
H -1.556 -0.966 3.237
C -2.515 0.076 0.983
H -2.839 0.001 -0.093
H -2.211 -0.937 1.471
H -2.174 1.139 1.329
O 2.914 -0.040 1.093
C 2.139 0.102 2.072
O 0.837 0.203 2.061
C 2.673 0.185 3.483
C 4.052 0.055 3.735
C 4.552 0.108 5.047
C 3.670 0.286 6.131
C 2.287 0.403 5.897
C 1.794 0.345 4.584
H 4.736 -0.091 2.907
H 5.631 0.006 5.240
H 4.052 0.329 7.156
H 1.583 0.534 6.736
H 0.722 0.416 4.428
*
```

For the orbital gap (spin up / spin down), the calculation gives 2.25 / 3.89 eV. The LUMO energy (spin up / spin down) comes out at -0.1116 / -2.8618 eV. As for the energy: -87232.2403 eV.

***

C8H12N2S in the gas phase, computed with ωB97M-V/def2-TZVPD.

Geometry as ORCA input:
```
! wB97M-V def2-TZVPD RIJCOSX def2/J DEFGRID3
* xyz 0 1
C 1.998 0.832 0.492
C -2.796 0.304 -0.062
C -0.576 0.370 0.267
C 2.416 -0.553 0.128
C 1.503 -1.289 -0.748
C 0.380 -2.041 -0.017
C -0.624 -1.057 0.661
C -1.793 2.543 -0.194
N 0.655 1.094 0.479
N -1.701 1.039 -0.062
S -2.494 -1.403 0.093
H 2.662 1.583 0.619
H -3.654 0.590 -0.617
H 3.377 -0.416 -0.256
H 2.579 -1.026 1.091
H 1.068 -0.800 -1.677
H 2.099 -2.183 -1.204
H -0.079 -2.730 -0.749
H 0.932 -2.663 0.700
H -0.557 -0.986 1.736
H -0.641 2.942 -0.204
H -2.439 2.917 0.655
H -2.315 2.933 -1.131
*
```

For the orbital gap (spin up / spin down), the calculation gives 6.82 / 6.73 eV. The LUMO energy (spin up / spin down) comes out at 0.7119 / 0.6797 eV. As for the energy: -22301.6311 eV.

***

C12H48CsN24O12 as an isolated structure, computed with ωB97M-V/def2-TZVPD.

Geometry as ORCA input:
```
! wB97M-V def2-TZVPD RIJCOSX def2/J DEFGRID3
* xyz 1 1
Cs -0.491 0.264 0.287
C 4.378 0.082 0.971
O 5.120 0.364 0.040
N 3.599 -0.947 0.862
N 4.304 0.654 2.201
H 3.717 -1.443 -0.010
H 2.876 -1.224 1.511
H 4.863 1.401 2.588
H 3.492 0.275 2.665
C -4.104 0.930 -0.357
O -3.693 2.039 -0.337
N -4.111 0.146 0.670
N -4.452 0.417 -1.476
H -3.780 0.684 1.458
H -4.687 -0.681 0.738
H -4.985 -0.434 -1.579
H -4.292 0.813 -2.392
C 1.471 -0.115 4.535
O 1.696 0.339 3.412
N 2.017 -1.133 5.023
N 0.623 0.456 5.378
H 2.278 -1.910 4.433
H 1.846 -1.388 5.985
H 0.449 0.253 6.352
H -0.067 1.130 5.079
C 2.915 1.886 -2.502
O 1.914 1.575 -1.939
N 3.096 3.160 -2.846
N 3.903 1.104 -2.773
H 3.976 3.622 -3.025
H 2.342 3.752 -2.526
H 3.829 0.151 -2.446
H 4.577 1.426 -3.452
C -0.645 5.214 -4.215
O -1.337 6.229 -4.402
N 0.465 4.885 -4.772
N -1.032 4.286 -3.525
H 0.925 5.638 -5.263
H 0.797 3.932 -4.773
H -0.318 3.666 -3.171
H -1.927 4.529 -3.124
C 1.209 1.420 -5.437
O 0.307 2.226 -5.164
N 2.341 1.693 -6.072
N 1.250 0.170 -4.996
H 2.928 0.896 -6.272
H 2.294 2.650 -6.393
H 0.398 -0.118 -4.536
H 1.897 -0.565 -5.243
C -2.578 1.709 4.879
O -1.402 1.847 4.751
N -3.148 0.772 5.645
N -3.548 2.265 4.322
H -2.463 0.250 6.173
H -4.024 1.072 6.049
H -4.388 1.724 4.469
H -3.480 2.989 3.621
C -1.382 -1.211 -3.584
O -0.746 -0.875 -2.607
N -1.482 -2.431 -3.933
N -1.918 -0.410 -4.449
H -1.898 -2.747 -4.797
H -1.009 -3.164 -3.423
H -2.316 -0.709 -5.328
H -1.614 0.546 -4.324
C 1.598 -3.690 2.159
O 1.540 -2.540 1.996
N 1.574 -4.239 3.360
N 1.805 -4.621 1.289
H 1.306 -3.630 4.120
H 1.297 -5.210 3.346
H 1.913 -5.567 1.626
H 2.103 -4.393 0.351
C -0.115 3.844 1.384
O 0.952 4.203 0.965
N -0.272 2.867 2.287
N -1.296 4.388 1.105
H -1.035 2.937 2.945
H 0.506 2.489 2.808
H -2.157 4.118 1.558
H -1.409 4.902 0.243
C -0.895 -4.684 -1.413
O -1.825 -4.060 -0.955
N 0.168 -4.130 -2.051
N -0.783 -5.993 -1.308
H 0.210 -3.123 -2.125
H 0.993 -4.707 -1.974
H -1.379 -6.540 -0.703
H -0.024 -6.397 -1.838
C -1.650 -2.282 2.928
O -1.949 -1.086 2.729
N -1.162 -2.715 4.114
N -1.594 -3.224 2.007
H -1.135 -2.047 4.871
H -0.903 -3.680 4.266
H -1.902 -3.067 1.058
H -1.264 -4.154 2.222
*
```

For the orbital gap, the calculation gives 7.37 eV. The LUMO energy comes out at -2.6374 eV. As for the energy: -74106.5176 eV.

***

C24H29FN4O5 in the gas phase, computed with ωB97M-V/def2-TZVPD.

Geometry as ORCA input:
```
! wB97M-V def2-TZVPD RIJCOSX def2/J DEFGRID3
* xyz 0 1
O -0.827 1.092 1.812
C -0.891 -0.106 2.056
N -0.582 -0.682 3.216
C -0.213 0.061 4.398
C -1.419 0.387 5.286
C -2.497 1.197 4.548
O -2.026 2.399 4.011
C -1.377 -1.103 1.002
O -1.383 -2.305 1.207
N -1.837 -0.466 -0.078
C -2.266 -1.092 -1.295
C -1.183 -1.020 -2.403
C -1.040 0.434 -2.793
C -1.687 0.914 -3.920
C -1.633 2.257 -4.290
C -0.902 3.097 -3.488
C -0.241 2.621 -2.353
C -0.300 1.302 -1.979
O 0.425 3.651 -1.750
C 0.136 4.801 -2.516
O -0.674 4.440 -3.616
N 0.079 -1.574 -1.940
C 1.174 -1.361 -2.870
C 2.458 -1.951 -2.243
N 2.273 -2.281 -0.851
C 2.367 -1.300 0.125
C 2.385 -1.684 1.472
C 2.525 -0.754 2.481
C 2.648 0.584 2.154
F 2.769 1.496 3.149
C 2.662 0.998 0.838
C 2.533 0.057 -0.167
C 1.260 -3.306 -0.712
C 0.043 -2.989 -1.610
H -0.728 -1.683 3.269
H 0.514 -0.522 4.968
H 0.258 0.990 4.069
H -1.872 -0.534 5.658
H -1.059 0.967 6.136
H -3.281 1.469 5.262
H -2.955 0.571 3.767
H -1.478 2.196 3.232
H -1.688 0.537 -0.081
H -2.523 -2.126 -1.060
H -3.161 -0.584 -1.665
H -1.574 -1.584 -3.274
H -2.252 0.231 -4.537
H -2.139 2.622 -5.168
H 0.227 0.947 -1.109
H 1.074 5.247 -2.881
H -0.397 5.537 -1.892
H 0.972 -1.846 -3.844
H 1.284 -0.292 -3.051
H 3.301 -1.268 -2.349
H 2.723 -2.885 -2.750
H 2.314 -2.728 1.734
H 2.556 -1.059 3.515
H 2.759 2.046 0.603
H 2.553 0.399 -1.189
H 0.926 -3.351 0.322
H 1.689 -4.277 -0.987
H 0.057 -3.606 -2.527
H -0.858 -3.228 -1.053
*
```

For the orbital gap, the calculation gives 8.30 eV. The LUMO energy comes out at 0.6791 eV. Its SMILES is O=C(NCCCO)C(=O)NC[C@@H](c1ccc2c(c1)OCO2)N1CCN(c2ccc(F)cc2)CC1. As for the energy: -44274.5861 eV.

***

C30H26ClF6N4O3PSbSe4W as an isolated structure, computed with ωB97M-V/def2-TZVPD.

Geometry as ORCA input:
```
! wB97M-V def2-TZVPD RIJCOSX def2/J DEFGRID3
* xyz -1 1
W -0.192 -0.245 0.025
O 0.848 -0.059 1.623
N 1.238 1.221 1.666
N 0.480 2.044 0.946
O -0.633 1.595 0.207
C 0.689 3.461 1.035
C -0.262 4.303 0.491
C -0.085 5.677 0.597
C 1.033 6.196 1.230
C 1.987 5.330 1.749
C 1.825 3.956 1.654
H -1.139 3.891 0.015
H -0.833 6.338 0.181
H 1.163 7.266 1.318
H 2.872 5.722 2.233
H 2.563 3.274 2.052
Cl -2.784 0.292 -3.724
C -3.342 -1.029 -2.736
C -3.687 -2.211 -3.357
C -4.177 -3.265 -2.597
C -4.411 -3.102 -1.233
C -4.073 -1.914 -0.627
C -3.447 -0.871 -1.339
C -2.873 0.223 -0.647
H -3.546 -2.311 -4.425
H -4.373 -4.221 -3.066
H -4.818 -3.905 -0.636
H -4.278 -1.778 0.428
H -3.160 0.404 0.380
H -2.606 1.103 -1.216
O -1.666 0.579 2.274
N -1.677 -0.085 3.398
C -2.733 -0.866 3.709
C -2.685 -1.716 4.794
C -1.558 -1.749 5.592
C -0.518 -0.881 5.309
C -0.596 -0.054 4.213
H -3.562 -0.832 3.022
H -3.508 -2.400 4.938
H -1.473 -2.486 6.378
H 0.382 -0.864 5.908
H 0.188 0.614 3.906
F -0.569 -0.708 -1.869
P 0.249 -2.757 -2.748
F -0.598 -2.276 -3.985
F 0.951 -2.729 -1.336
F 1.436 -1.859 -3.267
F 0.765 -4.129 -3.254
F -1.067 -3.213 -2.052
Se -0.578 -4.761 3.635
Sb -2.083 -4.341 1.773
Se -4.389 -3.910 2.505
Se -1.968 -5.908 -0.066
Se -1.082 -2.093 0.816
C 1.804 2.169 -4.654
C 2.829 1.323 -4.243
C 2.782 0.702 -3.009
C 1.711 0.902 -2.126
C 0.701 1.756 -2.544
C 0.739 2.373 -3.792
N 1.629 0.171 -0.902
C 2.880 -0.180 -0.290
C 3.038 -1.374 0.397
C 4.253 -1.708 0.983
C 5.342 -0.851 0.899
C 5.179 0.371 0.260
C 3.961 0.706 -0.316
H 1.832 2.647 -5.625
H 3.670 1.126 -4.899
H 3.572 0.019 -2.734
H -0.157 1.961 -1.916
H -0.087 3.012 -4.081
H 2.212 -2.062 0.504
H 4.339 -2.654 1.503
H 6.295 -1.125 1.335
H 5.998 1.079 0.213
H 3.838 1.675 -0.784
*
```

For the orbital gap (spin up / spin down), the calculation gives 4.52 / 4.52 eV. The LUMO energy (spin up / spin down) comes out at 0.0760 / 0.0745 eV. As for the energy: -351501.5556 eV.

***

| no. | F_max (eV/A) |
| --- | --- |
| 1 | 4.30 |
| 2 | 8.74 |
| 3 | 10.16 |
| 4 | 1.28 |
| 5 | 6.68 |